{
  "formula": "C4H8FN",
  "method": "ωB97M-V/def2-TZVPD",
  "energy_ha": -311.64584,
  "max_force_ha_per_bohr": 0.0938,
  "orbital_gap_ev": 9.1,
  "lumo_ev": 1.15,
  "de_lowest_kcal_mol": 108.9,
  "spin_multiplicity": 1,
  "symbols": ["C", "C", "C", "C", "N", "F", "H", "H", "H", "H", "H", "H", "H", "H"],
  "xyz": [[-0.00607, -0.96953, -0.74514], [-0.91026, -0.05353, 0.15835], [1.04898, -0.23558, 0.07093], [-1.54558, 1.19129, -0.33070], [1.69378, -0.88454, 1.20943], [2.41383, -0.00317, 2.06944], [-0.45014, -1.93677, -0.66232], [0.03227, -0.62793, -1.79167], [-1.24679, -0.41461, 1.07313], [1.52877, 0.76538, -0.28101], [-0.81252, 1.75333, -0.96018], [-1.78532, 1.93080, 0.33954], [-2.44957, 0.96040, -0.99156], [2.48864, -1.47552, 0.84178]],
  "forces_ev_per_a": [[-1.544, 2.729, 0.487], [4.446, 0.248, -1.855], [-1.824, 1.669, 1.487], [0.721, -0.740, -3.614], [0.392, -1.366, -1.500], [-0.591, 0.295, -0.705], [1.208, -1.154, 0.223], [-0.169, -0.282, 0.439], [-0.183, -1.099, 1.366], [-1.024, -2.115, 0.239], [-0.512, -0.581, -0.103], [-0.914, 1.229, 2.218], [1.042, 0.351, 0.804], [-1.049, 0.816, 0.513]]
}